(1)
Density functional theory data (ωB97M-V/def2-TZVPD) for 2 unconnected molecules or ions with the total composition C2H5N2S3 in a non-equilibrium geometry.

Calculated values
E_LUMO (alpha / beta) (eV): -5.43 / -5.22
Total charge: +1
ΔE to the lowest compared entry with this formula, charge and spin (eV): 2.1952
Highest occupied orbital energy (alpha / beta) (eV): -12.84 / -12.90
Multiplicity: 1

Each line ends with the natural charge from an NBO analysis.
Cartesian coordinates (Å):
C: 2.03 1.62 0.02  0.251
C: -1.16 -0.88 0.33  -0.309
N: 1.50 2.70 -0.05  -0.589
N: 0.08 -1.44 -0.22  -0.750
S: 2.57 0.18 0.06  0.035
S: -2.44 -0.38 -0.67  0.530
S: -3.95 0.18 0.40  -0.148
H: -1.09 -0.79 1.32  0.221
H: 1.13 3.66 0.19  0.498
H: 0.36 -2.40 0.06  0.443
H: 1.01 -0.75 -0.26  0.394
H: -0.05 -1.68 -1.17  0.422



(2)
Density functional theory data (ωB97M-V/def2-TZVPD) for a gas-phase ion, C2H5N2Si (charge +1) in a non-equilibrium geometry.

Calculated values
E_LUMO (alpha / beta) (eV): -5.79 / -6.12
Total charge: +1
ΔE to the lowest compared entry with this formula, charge and spin (eV): 3.1212
Highest occupied orbital energy (alpha / beta) (eV): -12.61 / -12.06
Multiplicity: 1

Each line ends with the natural charge from an NBO analysis.
Cartesian coordinates (Å):
C: 0.03 2.32 0.14  0.199
C: -1.06 0.10 0.53  0.084
N: -0.38 1.16 0.19  -0.346
N: -0.38 -1.12 0.32  -0.924
Si: 1.23 -1.30 -0.25  1.256
H: 0.14 3.00 -0.73  0.242
H: -2.09 0.28 0.76  0.255
H: -0.86 -2.02 0.32  0.452
H: 1.66 -2.50 -0.86  -0.098
H: 1.72 0.07 -0.41  -0.120



(3)
Density functional theory data (ωB97M-V/def2-TZVPD) for 2 unconnected molecules or ions with the total composition C2H5N3 in a non-equilibrium geometry.

Calculated values
E_LUMO (eV): 0.94
ΔE to the lowest compared entry with this formula, charge and spin (eV): 3.1133
Highest occupied orbital energy (eV): -8.86
Multiplicity: 1

Each line ends with the natural charge from an NBO analysis.
Cartesian coordinates (Å):
C: 2.27 -0.46 0.83  -0.028
C: -2.42 0.99 0.88  -0.462
N: 1.03 -0.43 1.00  -0.606
N: -1.86 0.60 -0.18  0.044
N: -1.55 0.18 -1.20  -0.033
H: 3.04 0.14 0.25  0.149
H: 2.67 -1.24 1.37  0.149
H: 0.44 0.25 0.56  0.333
H: -1.98 0.51 1.82  0.234
H: -2.77 1.95 0.88  0.220



(4)
Density functional theory data (ωB97M-V/def2-TZVPD) for a gas-phase ion, C2H5N3 (charge +2) in a non-equilibrium geometry.

Calculated values
E_LUMO (eV): -13.52
Total charge: +2
ΔE to the lowest compared entry with this formula, charge and spin (eV): 1.7362
Highest occupied orbital energy (eV): -24.66
Multiplicity: 1
SMILES string: CC(=[NH2+])[N+]#N

Each line ends with the natural charge from an NBO analysis.
Cartesian coordinates (Å):
C: 0.26 0.85 -0.76  -0.731
C: -0.05 -0.20 0.11  0.593
N: -0.42 -1.39 0.00  -0.528
N: -0.13 0.30 1.44  0.042
N: -0.19 0.89 2.39  0.588
H: 1.27 1.21 -0.69  0.363
H: 0.15 0.48 -1.75  0.318
H: -0.36 1.76 -0.50  0.347
H: -0.20 -1.74 -0.95  0.491
H: -0.33 -2.17 0.69  0.516